{
  "formula": "C12H14BCl15NO4",
  "method": "ωB97M-V with the def2-TZVPD basis set",
  "symbols": ["O", "C", "O", "C", "C", "C", "N", "C", "B", "O", "O", "C", "C", "H", "H", "H", "H", "H", "H", "H", "H", "H", "C", "Cl", "Cl", "Cl", "H", "C", "Cl", "Cl", "Cl", "H", "C", "Cl", "Cl", "Cl", "H", "C", "Cl", "Cl", "Cl", "H", "C", "Cl", "Cl", "Cl", "H"],
  "xyz": [[0.187, -3.618, 3.150], [-0.010, -2.433, 3.060], [-1.175, -1.894, 3.510], [1.007, -1.470, 2.488], [2.370, -1.742, 2.571], [3.267, -0.852, 2.087], [2.908, 0.303, 1.504], [3.981, 1.215, 1.053], [3.730, 1.914, -0.382], [4.273, 1.461, -1.555], [2.957, 3.068, -0.415], [1.610, 0.558, 1.396], [0.642, -0.287, 1.862], [-1.013, -1.009, 3.868], [2.690, -2.673, 3.030], [4.323, -1.077, 2.191], [4.135, 1.982, 1.822], [4.903, 0.630, 0.986], [3.853, 0.646, -1.868], [3.550, 3.791, -0.670], [1.284, 1.492, 0.937], [-0.437, -0.057, 1.772], [-2.856, 2.692, 2.113], [-1.444, 1.602, 2.059], [-2.612, 3.953, 3.316], [-3.153, 3.375, 0.524], [-3.721, 2.110, 2.399], [1.828, 0.854, -4.756], [0.154, 1.215, -5.176], [2.643, 2.286, -4.139], [1.906, -0.464, -3.570], [2.338, 0.530, -5.655], [0.640, -5.147, -0.357], [1.926, -6.321, -0.614], [1.311, -3.509, -0.232], [-0.553, -5.228, -1.649], [0.147, -5.379, 0.580], [-3.171, 1.010, -3.330], [-3.614, -0.691, -3.474], [-4.502, 2.047, -3.840], [-2.697, 1.392, -1.669], [-2.324, 1.198, -3.975], [-6.167, 0.526, -0.260], [-6.609, -1.166, -0.470], [-7.477, 1.586, -0.769], [-5.725, 0.849, 1.427], [-5.302, 0.732, -0.880]],
  "charge": 1,
  "e_homo_ev": -12.824,
  "spin_multiplicity": 1
}

***

{
  "formula": "C27H83N3O13",
  "method": "ωB97M-V with the def2-TZVPD basis set",
  "symbols": ["C", "C", "C", "O", "H", "H", "H", "H", "H", "H", "H", "H", "C", "C", "C", "O", "H", "H", "H", "H", "H", "H", "H", "H", "C", "C", "C", "O", "H", "H", "H", "H", "H", "H", "H", "H", "C", "C", "C", "O", "H", "H", "H", "H", "H", "H", "H", "H", "C", "C", "C", "O", "H", "H", "H", "H", "H", "H", "H", "H", "O", "H", "H", "O", "H", "H", "O", "H", "H", "O", "H", "H", "O", "H", "H", "C", "C", "C", "O", "C", "N", "H", "H", "H", "H", "H", "H", "H", "H", "H", "H", "H", "C", "C", "C", "O", "C", "N", "H", "H", "H", "H", "H", "H", "H", "H", "H", "H", "H", "C", "C", "C", "O", "C", "N", "H", "H", "H", "H", "H", "H", "H", "H", "H", "H", "H"],
  "xyz": [[1.409, 4.388, 2.199], [2.327, 4.908, 3.319], [3.820, 4.941, 2.900], [1.903, 6.166, 3.744], [1.504, 3.302, 2.171], [1.748, 4.747, 1.225], [0.338, 4.560, 2.298], [2.332, 4.121, 4.085], [3.989, 5.669, 2.105], [4.042, 4.018, 2.351], [4.443, 4.912, 3.790], [2.572, 6.821, 3.946], [4.813, -5.330, -1.194], [4.164, -3.938, -1.050], [2.696, -4.119, -1.457], [4.322, -3.549, 0.287], [5.890, -5.345, -1.023], [4.520, -5.899, -2.081], [4.415, -6.016, -0.434], [4.561, -3.347, -1.877], [2.049, -3.272, -1.235], [2.265, -4.969, -0.913], [2.593, -4.466, -2.487], [3.650, -3.995, 0.829], [-0.066, 1.322, -0.057], [-0.264, -0.175, -0.007], [0.656, -0.952, 0.902], [-1.636, -0.308, 0.396], [-0.271, 1.798, 0.903], [-0.632, 1.764, -0.878], [0.955, 1.583, -0.363], [-0.174, -0.415, -1.075], [1.147, -0.310, 1.634], [1.492, -1.395, 0.354], [0.221, -1.800, 1.430], [-1.958, -1.147, 0.016], [-1.484, -1.572, -4.423], [-0.720, -2.835, -4.103], [0.394, -3.141, -5.114], [-0.067, -2.686, -2.835], [-2.109, -1.772, -5.298], [-0.849, -0.711, -4.644], [-2.149, -1.249, -3.620], [-1.390, -3.696, -4.060], [-0.105, -3.406, -6.053], [0.974, -3.989, -4.764], [0.943, -2.235, -5.373], [0.594, -1.991, -2.937], [1.915, 3.404, -3.375], [2.717, 4.100, -2.255], [3.897, 3.291, -1.750], [3.252, 5.225, -2.986], [1.697, 2.351, -3.165], [2.423, 3.446, -4.338], [0.968, 3.904, -3.593], [2.025, 4.385, -1.459], [3.529, 2.567, -1.015], [4.641, 3.913, -1.254], [4.419, 2.685, -2.492], [2.942, 6.028, -2.556], [2.110, -4.188, 1.992], [1.454, -3.612, 2.395], [1.790, -5.104, 2.172], [-2.408, -2.492, -1.025], [-3.161, -2.903, -1.460], [-1.778, -2.292, -1.741], [2.776, 1.424, 2.835], [2.813, 1.821, 3.712], [2.180, 0.674, 2.933], [-3.764, -1.458, 2.711], [-4.278, -0.682, 2.434], [-3.005, -1.468, 2.116], [3.740, -0.770, -0.737], [4.614, -0.430, -0.948], [3.899, -1.506, -0.124], [-5.177, 1.370, 4.778], [-5.308, 1.781, 3.300], [-4.084, 2.331, 2.647], [-4.282, 3.159, 1.541], [-3.059, 3.610, 0.993], [-5.966, 0.736, 2.525], [-4.327, 0.705, 4.954], [-6.050, 0.784, 5.067], [-5.132, 2.241, 5.429], [-5.980, 2.643, 3.456], [-3.445, 1.492, 2.310], [-3.418, 2.732, 3.425], [-2.313, 3.895, 1.744], [-3.363, 4.397, 0.311], [-2.616, 2.694, 0.575], [-6.186, 1.187, 1.644], [-6.772, 0.309, 2.953], [-2.198, 6.569, -4.322], [-3.148, 5.919, -3.338], [-2.680, 4.521, -2.909], [-2.650, 3.658, -4.039], [-2.055, 2.437, -3.741], [-3.211, 6.780, -2.148], [-2.647, 7.364, -4.920], [-1.857, 5.816, -5.035], [-1.322, 7.001, -3.833], [-4.140, 5.973, -3.800], [-3.412, 4.082, -2.225], [-1.693, 4.680, -2.469], [-1.030, 2.466, -3.353], [-1.954, 1.820, -4.639], [-2.678, 1.806, -3.092], [-3.321, 7.738, -2.451], [-3.954, 6.550, -1.501], [1.559, -8.725, 3.698], [1.238, -7.652, 2.710], [0.161, -6.696, 3.279], [-0.373, -5.943, 2.206], [-1.454, -5.135, 2.556], [2.530, -6.938, 2.429], [0.662, -9.308, 3.960], [1.960, -8.368, 4.647], [2.162, -9.543, 3.299], [0.932, -8.061, 1.747], [0.461, -6.048, 4.107], [-0.581, -7.413, 3.647], [-2.433, -5.616, 2.528], [-1.453, -4.262, 1.892], [-1.367, -4.559, 3.491], [3.242, -7.556, 2.055], [2.909, -6.727, 3.351]],
  "e_homo_ev": -9.175,
  "spin_multiplicity": 1
}

***

{
  "formula": "C3H7N2",
  "method": "ωB97M-V with the def2-TZVPD basis set",
  "symbols": ["C", "C", "C", "N", "N", "H", "H", "H", "H", "H", "H", "H"],
  "xyz": [[1.719, 0.220, -0.247], [-2.539, 0.217, 0.130], [2.489, -0.584, 0.366], [0.789, 0.774, -0.713], [-1.441, -0.347, -0.109], [-3.334, -0.393, 0.760], [-2.805, 1.240, 0.003], [2.796, -0.572, 1.389], [3.194, -1.233, -0.208], [0.777, 1.656, -1.165], [-0.525, 0.266, -0.349], [-1.121, -1.244, 0.143]],
  "charge": 1,
  "relative_energy_ev": 2.283,
  "e_homo_ev": -13.772,
  "spin_multiplicity": 1
}

***

{
  "formula": "C29H51AgFGeN5OSSe",
  "method": "ωB97M-V with the def2-TZVPD basis set",
  "symbols": ["Ag", "C", "C", "C", "C", "C", "C", "C", "C", "C", "C", "C", "C", "N", "C", "C", "C", "C", "C", "C", "F", "H", "H", "H", "H", "H", "H", "H", "H", "H", "H", "H", "H", "H", "H", "H", "H", "H", "H", "H", "H", "H", "N", "C", "N", "S", "H", "H", "H", "H", "C", "N", "C", "C", "O", "N", "C", "C", "H", "H", "H", "H", "H", "H", "H", "H", "H", "H", "H", "H", "C", "Ge", "C", "C", "C", "Se", "C", "H", "H", "H", "H", "H", "H", "H", "H", "H", "H", "H", "H", "H", "H"],
  "xyz": [[10.278, 9.383, 13.827], [7.454, 11.730, 16.584], [8.867, 11.810, 17.210], [9.747, 12.765, 16.418], [9.389, 10.412, 17.503], [8.740, 9.669, 18.463], [9.028, 8.299, 18.700], [10.091, 7.699, 18.013], [10.854, 8.422, 17.109], [12.079, 7.807, 16.457], [13.098, 7.331, 17.439], [11.552, 6.694, 15.508], [10.436, 9.770, 16.728], [11.080, 10.358, 15.660], [12.331, 10.947, 15.840], [12.811, 11.431, 17.112], [14.016, 12.074, 17.215], [14.856, 12.229, 16.118], [14.415, 11.874, 14.867], [13.184, 11.308, 14.737], [12.764, 10.963, 13.471], [6.952, 12.716, 16.471], [7.545, 11.368, 15.549], [6.763, 11.076, 17.142], [8.656, 12.177, 18.250], [10.045, 12.363, 15.446], [10.684, 13.018, 16.964], [9.201, 13.719, 16.284], [7.922, 10.113, 19.029], [8.464, 7.802, 19.529], [10.313, 6.655, 18.178], [12.558, 8.533, 15.803], [12.711, 6.712, 18.247], [13.598, 8.165, 17.947], [13.901, 6.787, 17.008], [11.170, 5.861, 16.076], [12.321, 6.378, 14.822], [10.639, 7.015, 14.975], [12.231, 11.291, 18.064], [14.287, 12.557, 18.139], [15.860, 12.598, 16.249], [15.075, 11.897, 13.958], [10.256, 6.833, 11.649], [9.235, 7.661, 11.444], [8.737, 7.772, 10.217], [8.510, 8.424, 12.752], [10.725, 6.351, 10.872], [10.808, 7.094, 12.439], [9.363, 7.625, 9.412], [7.965, 8.433, 10.055], [13.374, 8.658, 9.649], [13.192, 9.524, 8.505], [14.408, 10.134, 7.973], [11.974, 10.143, 8.344], [11.200, 10.301, 9.291], [11.690, 10.603, 7.079], [10.554, 11.477, 7.008], [12.230, 9.995, 5.892], [14.396, 8.295, 9.609], [12.652, 7.834, 9.562], [13.186, 9.106, 10.650], [14.993, 10.496, 8.812], [14.139, 10.918, 7.258], [15.050, 9.392, 7.460], [10.827, 12.537, 7.183], [9.792, 11.151, 7.756], [10.071, 11.365, 6.016], [12.649, 9.027, 6.072], [12.993, 10.650, 5.414], [11.458, 9.845, 5.158], [7.235, 16.501, 11.195], [7.545, 14.905, 12.252], [6.906, 13.291, 11.396], [6.523, 15.175, 13.897], [9.495, 14.853, 12.705], [10.003, 13.074, 12.349], [11.204, 13.331, 10.816], [6.150, 16.572, 11.014], [7.799, 16.463, 10.242], [7.545, 17.437, 11.686], [5.798, 13.287, 11.371], [7.153, 12.390, 11.985], [7.267, 13.195, 10.358], [5.596, 14.590, 13.974], [6.268, 16.265, 13.996], [7.095, 14.935, 14.808], [9.670, 15.017, 13.780], [10.170, 15.598, 12.165], [11.000, 14.285, 10.333], [11.092, 12.487, 10.190], [12.188, 13.348, 11.290]],
  "relative_energy_ev": 0.000,
  "e_homo_ev": -6.267,
  "spin_multiplicity": 1
}

***

Calculated lowest unoccupied orbital energy, -4.8, 0.5, -4.7, -0.1 eV (same order as the records).
Calculated energy, -7748.92649, -2220.74566, -227.67044, -6607.95104 a.u. (same order as the records).
Calculated Kohn-Sham gap, 8.01, 9.71, 9.07, 6.13 eV (same order as the records).